(1)
The following is a quantum chemistry calculation of C24H39N3OS as an isolated structure at a distorted geometry, from OMol25.

Element x y z (Å)
C -3.879 -3.582 0.821
C -2.319 -3.299 0.734
C -1.431 -3.277 1.742
C -0.211 -3.090 1.369
C -0.111 -2.878 -0.068
S -1.729 -2.884 -0.671
C 1.078 -2.599 -0.411
O 2.077 -3.192 -0.408
N 1.250 -1.440 -1.569
C 0.286 -0.574 -1.807
H 0.569 0.337 -2.556
C -0.322 0.407 -0.700
C 0.754 1.286 -0.414
C 0.217 2.359 0.917
C -1.254 2.695 0.490
N -2.128 1.507 0.501
C -1.589 0.704 -0.777
H -2.350 -0.004 -0.970
H -1.493 1.650 -1.768
C -3.514 1.766 0.661
C -4.245 0.358 0.660
C -5.286 0.305 -0.266
H -4.669 -0.118 -1.227
C -5.624 1.700 -0.565
H -6.271 2.182 -0.233
H -5.933 1.778 -1.733
C -4.231 2.223 -0.623
H -3.637 2.458 -1.577
H -4.467 3.435 -0.327
H -5.994 -0.450 -0.101
H -4.745 0.494 1.637
H -3.505 -0.471 0.689
H -3.569 2.360 1.471
H -1.655 3.109 1.471
H -1.298 3.346 -0.234
H 0.251 1.851 1.814
H 0.848 3.155 0.887
H 1.724 1.097 0.182
H 0.778 2.163 -1.162
H -0.375 -0.199 0.383
H -0.528 -1.145 -2.062
C 2.398 -1.325 -1.991
H 3.002 -2.344 -1.957
H 2.246 -1.563 -3.273
C 3.295 -0.094 -2.052
N 3.823 0.073 -0.598
C 4.487 1.275 -0.419
C 4.645 1.656 1.039
C 5.242 0.807 1.700
C 4.340 -0.532 1.648
C 4.397 -0.880 0.065
H 3.838 -1.815 -0.052
H 5.572 -1.011 -0.404
H 3.528 -0.595 2.103
H 5.095 -1.483 2.230
H 5.284 1.076 3.072
H 6.222 0.549 1.387
H 3.429 1.964 1.454
H 5.088 2.843 1.088
H 4.022 2.146 -0.733
H 5.484 1.217 -0.978
H 2.941 0.714 -2.303
H 4.384 -0.292 -2.620
H 0.422 -3.113 2.173
H -1.851 -3.759 2.805
H -4.450 -2.842 0.316
H -4.273 -3.827 1.811
H -4.079 -4.367 0.291

Properties
ΔE to the lowest compared entry with this formula, charge and spin   2413.8 kJ/mol
LUMO   -0.008 hartree

Atomic partial charges in e from the natural (NBO) method, atoms 1 to 5:
1. C -0.6037
2. C -0.2470
3. C -0.2533
4. C -0.1429
5. C -0.4189

(2)
The following is a quantum chemistry calculation of C24H39N4NiO5SSi2Te as an isolated structure, from OMol25.

Element x y z (Å)
Ni -1.942 2.127 0.911
N -0.898 2.086 2.553
C -1.507 1.182 3.558
C -2.844 0.645 3.052
O -3.606 0.022 3.790
N -3.010 0.908 1.756
C -4.232 0.574 1.067
C -4.230 1.321 -0.267
O -5.163 1.222 -1.044
O -3.164 2.045 -0.484
H 0.043 1.817 2.265
H -0.846 3.038 2.899
H -1.648 1.682 4.515
H -0.853 0.323 3.717
H -5.121 0.838 1.647
H -4.313 -0.497 0.853
C 3.399 1.018 -5.570
C 3.184 1.283 -4.104
C 2.080 0.754 -3.439
C 1.889 0.975 -2.085
C 2.811 1.737 -1.379
C 3.910 2.280 -2.024
C 4.091 2.050 -3.380
S 2.574 2.009 0.368
O 3.490 3.073 0.727
O 2.767 0.736 1.029
N 1.045 2.368 0.535
C 0.473 3.413 -0.101
C 1.154 4.417 -0.830
C 0.442 5.407 -1.459
C -0.949 5.434 -1.376
C -1.558 4.443 -0.644
N -0.883 3.469 -0.017
H 2.459 0.781 -6.069
H 4.074 0.171 -5.716
H 3.843 1.881 -6.067
H 1.354 0.168 -3.990
H 1.022 0.568 -1.577
H 4.606 2.884 -1.458
H 4.949 2.480 -3.886
H 2.232 4.399 -0.860
H 0.972 6.169 -2.019
H -1.541 6.191 -1.869
H -2.634 4.378 -0.559
C 0.398 -3.635 3.495
Si 1.834 -2.812 2.608
C 3.265 -4.033 2.523
C 2.374 -1.305 3.570
C 1.334 -2.355 0.868
Te -0.261 -0.919 0.822
C -1.849 -2.363 0.781
Si -2.317 -2.843 -0.967
C -2.933 -1.348 -1.906
C -3.669 -4.149 -0.905
C -0.836 -3.568 -1.865
H 0.692 -3.931 4.506
H 0.060 -4.532 2.971
H -0.451 -2.952 3.581
H 3.581 -4.345 3.522
H 4.126 -3.581 2.025
H 2.987 -4.930 1.964
H 2.693 -1.590 4.577
H 1.553 -0.589 3.661
H 3.194 -0.789 3.069
H 1.018 -3.226 0.289
H 2.159 -1.877 0.339
H -2.688 -1.881 1.290
H -1.548 -3.210 1.401
H -3.864 -0.950 -1.494
H -3.122 -1.605 -2.951
H -2.198 -0.539 -1.886
H -4.548 -3.774 -0.376
H -3.326 -5.048 -0.388
H -3.984 -4.440 -1.911
H -0.015 -2.849 -1.908
H -1.110 -3.827 -2.892
H -0.468 -4.476 -1.380

Properties
LUMO   0.087 hartree
Net charge   -1

Atomic partial charges in e from the Mulliken method, atoms 1 to 5:
1. Ni -0.3403
2. N -0.2387
3. C -0.0826
4. C 0.5170
5. O -0.7912

Number 1: HOMO energy -0.27175 hartree, orbital gap 7.18 eV. Number 2: HOMO energy -0.18260 hartree, orbital gap 7.35 eV.